1.
This record from the OMol25 dataset describes a structure of composition C6H8O2 at a distorted geometry. The level of theory is wB97M-V/def2-TZVPD.

Geometry as ORCA input:
```
! RIJCOSX wB97M-V def2-TZVPD def2/J DEFGRID3
* xyz 0 1
C -0.34227 1.06376 -0.25553
C 0.87833 0.91162 0.19991
C -1.52874 1.21303 -0.64493
C 1.57485 -0.39727 -0.22031
C 2.99016 -0.50848 0.08252
C -2.71847 0.01017 0.28027
O 0.96161 -1.28121 -0.73866
O -2.72657 -1.26081 -0.12705
H 1.30954 1.45848 0.95482
H -2.11418 1.63787 -1.44065
H 3.05892 -1.33181 0.80686
H 3.29169 0.34286 0.57385
H 3.50690 -0.78769 -0.79911
H -2.60399 0.30655 1.34401
H -3.64683 0.42498 -0.16688
H -1.89096 -1.80205 0.15088
*
```

The value obtained for the maximum force is 4.74 eV Å⁻¹. As for the molar mass: 112.1 g/mol. The calculation puts the HOMO-LUMO gap at 9.226 eV.

Here are the natural (NBO) charges for atoms 1 to 4, given in e: atom 1 (C): 0.148, atom 2 (C): -0.467, atom 3 (C): -0.325, atom 4 (C): 0.582

2.
This record from the OMol25 dataset describes a structure of composition C18H51AsCl6F6O18P3 at a distorted geometry. The level of theory is wB97M-V/def2-TZVPD.

Geometry as ORCA input:
```
! RIJCOSX wB97M-V def2-TZVPD def2/J DEFGRID3
* xyz -1 1
As 0.53351 0.24920 -0.69943
F 1.96949 -0.71781 -0.47182
F -0.44061 -1.14766 -0.10764
F -0.92903 1.21259 -0.80642
F 1.61788 1.48425 -1.43158
F 0.41526 -0.42000 -2.33268
F 0.84325 0.87520 0.91130
C -1.48251 0.28804 6.68145
O -1.96331 -0.31374 5.50052
P -1.65698 -1.86359 5.21195
O -0.22865 -2.15706 5.00261
O -2.38687 -2.56320 6.44887
C -2.28189 -3.97749 6.57840
O -2.58431 -2.23056 3.99482
C -1.99655 -1.98382 2.69405
H -0.92233 1.18699 6.42848
H -0.94132 -0.32743 7.40095
H -2.36959 0.60562 7.24020
H -1.40303 -4.33968 6.04348
H -3.15407 -4.49350 6.16978
H -2.23341 -4.43856 7.56714
H -1.63038 -0.96528 2.57506
H -2.67200 -2.20677 1.87214
H -1.16025 -2.64686 2.48464
C -1.56348 7.52415 -0.81319
O -0.44811 7.66044 0.06764
P 1.07323 7.32651 -0.35131
O 1.73993 7.95419 -1.49986
O 1.80540 7.61318 1.07593
C 3.22745 7.70687 1.16061
O 0.98294 5.71872 -0.42693
C 1.55275 5.02275 -1.51840
H -1.28036 7.20084 -1.81165
H -2.18686 8.40948 -0.69438
H -2.23239 6.76214 -0.40070
H 3.51961 8.74112 1.31894
H 3.67741 7.26289 0.26956
H 3.63128 7.05765 1.93882
H 0.71632 4.74248 -2.16482
H 1.93772 4.05066 -1.20603
H 2.28164 5.54168 -2.13807
C -1.78043 -4.11104 -0.30593
O -1.93279 -4.47925 1.04500
P -1.56846 -5.90451 1.66427
O -1.71978 -6.02295 3.11226
O -0.06832 -6.06395 1.17257
C 0.77015 -7.14327 1.41797
O -2.45673 -6.92592 0.74983
C -2.66161 -8.25169 1.24395
H -1.75076 -4.95080 -1.00061
H -0.87071 -3.50902 -0.34731
H -2.59716 -3.44613 -0.59090
H 1.45002 -6.88578 2.23587
H 1.37044 -7.47648 0.57191
H 0.27628 -8.03092 1.82297
H -3.48234 -8.30059 1.95679
H -1.73882 -8.59168 1.71582
H -2.82098 -8.99885 0.46666
C -2.57659 4.13494 -1.54362
C -3.77498 3.35122 -0.99287
O -4.56517 4.07063 -0.04572
O -2.98187 4.91584 -2.66539
H -1.65438 3.60965 -1.80265
H -2.22663 4.80267 -0.74655
H -3.44059 2.44050 -0.48202
H -4.42736 3.04953 -1.81220
H -3.89410 4.42999 0.54665
H -2.89919 4.30853 -3.40671
C -0.02816 1.87158 -4.68953
C 0.53112 3.13997 -4.01229
O -0.31361 4.24373 -4.30504
O -0.20176 2.11309 -6.06711
H -0.97599 1.69971 -4.16798
H 0.71187 1.09036 -4.49953
H 1.53354 3.41889 -4.35754
H 0.71143 2.84082 -2.97880
H -0.65762 4.09362 -5.19204
H -0.44491 1.26135 -6.44231
C 3.68016 -3.96131 -1.01192
C 3.06454 -5.31433 -0.70610
O 3.39321 -6.23046 -1.75687
O 2.86963 -3.44346 -2.06237
H 4.67085 -4.13480 -1.43931
H 3.86709 -3.30877 -0.15682
H 2.00257 -5.20130 -0.47568
H 3.47136 -5.73688 0.22399
H 2.79539 -6.97707 -1.66331
H 2.09030 -2.99949 -1.70900
C -2.66653 -0.96262 -3.72385
Cl -3.23901 0.39338 -2.74178
Cl -4.01048 -1.88592 -4.37072
H -2.15788 -0.48194 -4.55236
H -2.05271 -1.60812 -3.10576
C 4.71069 -0.48276 -1.67172
Cl 4.34141 -0.99294 -3.35338
Cl 6.42337 -0.07937 -1.40856
H 4.13265 0.39958 -1.41822
H 4.36086 -1.31585 -1.07375
C 3.96243 2.48301 0.62105
Cl 5.17137 3.25249 -0.40369
Cl 3.33300 3.75012 1.71237
H 3.17424 1.99465 0.04839
H 4.39169 1.64572 1.16905
*
```

The value obtained for the maximum force is 2.28 eV Å⁻¹. As for the molar mass: 1050.1 g/mol. The calculation puts the HOMO-LUMO gap at 9.621 eV.

Here are the Mulliken charges for atoms 1 to 4, given in e: atom 1 (As): 2.126, atom 2 (F): -0.486, atom 3 (F): -0.451, atom 4 (F): -0.401

3.
This record from the OMol25 dataset describes a structure of composition C37H36ClIrN7O2P at a distorted geometry. The level of theory is wB97M-V/def2-TZVPD.

Geometry as ORCA input:
```
! RIJCOSX wB97M-V def2-TZVPD def2/J DEFGRID3
* xyz 3 2
Ir 0.36599 -0.38024 -0.09803
O -2.04231 -2.60304 -3.58413
C -3.25181 -2.14224 -3.34433
C -4.31761 -2.59584 -4.15203
C -5.58671 -2.10784 -3.95503
C -5.84061 -1.18194 -2.93653
C -4.81171 -0.74354 -2.11333
C -3.51511 -1.21724 -2.28923
C -2.44251 -0.85334 -1.36593
O -1.21461 -1.10454 -1.62403
N -2.81511 -0.32654 -0.20713
N -1.86021 -0.17024 0.66737
C -2.05561 0.22196 1.88117
C -0.91041 0.30156 2.74097
C -1.01411 0.74486 4.06277
C 0.12519 0.80516 4.84457
C 1.34689 0.45526 4.27967
C 1.37539 0.04136 2.95677
N 0.28059 -0.05744 2.21267
H -1.37971 -2.12234 -3.03453
H -4.08351 -3.31304 -4.92433
H -6.39801 -2.42644 -4.59183
H -6.84091 -0.80694 -2.78683
H -5.01541 -0.04024 -1.32313
H -3.04111 0.48776 2.25027
H -1.98091 1.01956 4.45487
H 0.06479 1.12296 5.87507
H 2.26219 0.50546 4.84807
H 2.31109 -0.22454 2.47807
Cl 2.90919 -0.08474 -1.12143
C 3.50999 1.45266 -0.58713
C 4.87519 1.67086 -0.56123
C 5.35319 2.90026 -0.13453
C 4.47079 3.90076 0.24167
C 3.10669 3.67016 0.21597
C 2.60289 2.43086 -0.18313
P 0.81679 2.05766 -0.19203
C 0.18289 2.88206 -1.68423
C -0.17281 2.13526 -2.80403
C -0.69631 2.77346 -3.91463
C -0.85401 4.15366 -3.90903
C -0.45931 4.90096 -2.80813
C 0.05149 4.27226 -1.68783
C 0.12439 2.99666 1.18617
C 0.87769 3.28546 2.32617
C 0.32539 4.04766 3.33787
C -1.00101 4.45316 3.26027
C -1.77971 4.09606 2.16557
C -1.22151 3.37226 1.12907
H 5.55729 0.89436 -0.86633
H 6.41689 3.07636 -0.10613
H 4.85169 4.85466 0.57187
H 2.43259 4.45826 0.51327
H -0.04841 1.05806 -2.79143
H -0.99051 2.19986 -4.78003
H -1.29091 4.64646 -4.76323
H -0.55181 5.97696 -2.81893
H 0.34109 4.85306 -0.82413
H 1.89869 2.93906 2.40507
H 0.92959 4.33336 4.18457
H -1.43061 5.04166 4.05547
H -2.81661 4.39286 2.12037
H -1.81131 3.12676 0.25587
C 0.61099 -3.56934 -1.08293
N 0.84079 -4.97614 -0.88553
C -0.00241 -5.48284 0.18657
N 0.33939 -4.76504 1.40617
C 0.10449 -3.35314 1.24427
N 0.93299 -2.79524 0.14427
C 2.34729 -3.10174 0.48207
N 2.55379 -4.51974 0.64977
C 2.23789 -5.23914 -0.57573
C 1.73239 -5.02344 1.74097
H -0.44011 -3.41844 -1.33583
H 1.23609 -3.21124 -1.90233
H 0.17189 -6.55074 0.32747
H -1.05451 -5.32084 -0.06043
H 0.35589 -2.84044 2.17597
H -0.95191 -3.18784 1.01917
H 2.60799 -2.59874 1.41747
H 2.99729 -2.73904 -0.31653
H 2.39569 -6.31044 -0.43153
H 2.87499 -4.89284 -1.39263
H 1.99619 -4.51444 2.67137
H 1.88909 -6.09684 1.86427
*
```

The expectation value of S² is 0.76. The value obtained for the maximum force is 4.19 eV Å⁻¹. As for the molar mass: 869.4 g/mol. The calculation puts the HOMO-LUMO gap (alpha / beta) at 4.759 / 2.571 eV.

Here are the Mulliken charges for atoms 1 to 4, given in e: atom 1 (Ir): 4.733, atom 2 (O): -0.704, atom 3 (C): 0.401, atom 4 (C): -0.732